{
  "formula": "C23H49CdFIN6O13S",
  "method": "the ωB97M-V functional and the def2-TZVPD basis",
  "species": ["I", "Cd", "S", "F", "O", "O", "O", "O", "O", "O", "O", "O", "O", "O", "O", "O", "O", "N", "N", "N", "N", "N", "N", "C", "C", "C", "C", "C", "C", "C", "C", "C", "C", "C", "C", "C", "C", "C", "C", "C", "C", "C", "C", "C", "C", "C", "H", "H", "H", "H", "H", "H", "H", "H", "H", "H", "H", "H", "H", "H", "H", "H", "H", "H", "H", "H", "H", "H", "H", "H", "H", "H", "H", "H", "H", "H", "H", "H", "H", "H", "H", "H", "H", "H", "H", "H", "H", "H", "H", "H", "H", "H", "H", "H", "H"],
  "coordinates": [[-1.5297, -2.7047, 0.7860], [0.5500, -0.7756, 0.4411], [-0.2195, 5.6964, 0.4291], [-1.4378, -7.4816, -0.6961], [0.3312, -5.3389, -2.2242], [0.7339, -1.1842, -1.4912], [-0.6905, 0.7827, -0.1300], [-0.9453, 6.9772, 0.3577], [2.4583, -5.7601, -1.4650], [0.5812, -6.6771, -0.5498], [1.3838, 5.8006, 0.9198], [0.4137, -0.1930, 2.3159], [-0.9789, 4.6176, 1.1341], [2.0577, -2.0069, 0.8471], [2.0141, 0.5822, 0.1687], [-5.1574, 2.3893, -1.1371], [0.3326, 5.1663, -1.0346], [-2.6100, 1.8877, 0.3549], [0.3820, -2.0569, -3.4621], [0.1278, 1.5036, 3.7783], [3.4542, 1.5116, -1.2743], [-6.2086, 0.6463, -0.2524], [4.0822, -2.8787, 1.3012], [-1.6934, 2.2448, -1.7686], [-0.8082, -6.3756, -0.5375], [-0.8984, -1.4588, -3.5918], [0.1438, 0.2714, 3.4288], [1.5456, 4.4030, -0.9917], [2.7406, -2.9435, 1.3534], [3.8224, 1.7951, 1.1188], [-0.9558, -5.5530, -1.7852], [2.3212, 5.1523, 0.1213], [4.8703, -1.7507, 0.7088], [0.3413, 2.6325, 2.9453], [-7.4362, 2.7485, -0.3827], [-0.1309, -0.8039, 4.4844], [2.8310, 1.1631, -2.5753], [3.0640, 1.2240, -0.0636], [2.5469, -2.4083, -2.3761], [-2.8367, 1.4571, 1.7450], [1.2405, -5.9268, -1.4293], [-1.6037, 1.5421, -0.4095], [-6.2383, 1.8886, -0.6966], [-5.1060, -0.2877, -0.4052], [2.1336, -4.1393, 2.0957], [1.1430, -1.8727, -2.4131], [0.0887, 2.4350, 1.9035], [-0.9742, 3.0600, -1.8479], [-7.0660, 3.7263, -0.0745], [1.5246, -4.7545, 1.4334], [-8.1170, 2.7777, -1.2334], [-1.5292, -4.6551, -1.5547], [-2.2808, 2.1288, 2.3991], [-4.5182, -0.1132, -1.3064], [-2.7205, 2.4201, -2.0886], [0.7315, -2.6125, -4.2298], [1.3781, 2.9144, 3.1289], [5.9312, -1.9982, 0.7453], [-2.5510, 0.4102, 1.8475], [1.9702, 4.3624, -1.9948], [0.4981, -1.6922, 4.4251], [1.3331, -3.8999, 2.7957], [1.7522, 1.0108, -2.5442], [4.5566, -3.5552, 1.8821], [4.6071, -1.4360, -0.3011], [4.1579, 2.2155, -1.4458], [-1.0808, -5.9023, 0.4057], [4.8295, 2.1094, 0.8451], [1.1827, 3.4580, -0.5876], [-0.8641, -0.3960, -3.3521], [3.3504, 0.3766, -3.1229], [-0.3119, 3.4303, 3.2988], [-4.3627, -0.0485, 0.3554], [-3.1924, 2.6355, 0.0061], [-1.6250, -1.8555, -2.8828], [2.8439, -4.7945, 2.6000], [3.0618, 2.0755, -3.1251], [3.2004, 2.6483, 1.3895], [4.7681, -0.9518, 1.4433], [2.8740, 4.5241, 0.8199], [2.9789, 5.8747, -0.3620], [-0.1009, 1.6684, 4.7482], [-1.3818, 1.4810, -2.4811], [-1.0385, -1.4796, -4.6726], [-1.6116, -6.0127, -2.5246], [3.2168, -1.6647, -1.9444], [-5.3931, -1.3238, -0.2260], [-3.8675, 1.3863, 2.0923], [-7.9078, 2.2272, 0.4504], [-6.7295, 0.4849, 0.5977], [-1.2048, -0.9905, 4.4823], [0.0274, -0.3359, 5.4560], [2.9220, -2.5573, -3.3886], [2.6168, -3.3705, -1.8686], [3.8657, 1.0527, 1.9158]],
  "forces_ev_per_a": [[-0.512, -0.417, 0.052], [-3.801, -2.067, 0.232], [-1.095, -0.769, 0.056], [-2.014, -3.400, 0.159], [1.756, 1.194, -1.343], [-0.287, -0.070, -2.745], [-0.929, 1.377, -0.267], [2.778, -2.954, -0.219], [-3.048, -0.436, -0.189], [0.816, -0.225, 1.276], [-2.831, 1.109, 1.329], [-0.098, 2.315, 3.123], [2.687, 2.411, -1.818], [4.043, -4.249, 1.479], [4.095, 3.216, -1.007], [-2.212, -0.610, -0.245], [-1.969, 1.220, -0.242], [-1.493, 0.136, 1.922], [0.824, -0.982, -0.969], [-0.892, 1.279, 1.573], [0.687, 0.273, -2.569], [-1.068, -2.156, 0.695], [0.182, -0.073, -0.571], [0.446, -1.568, -0.384], [1.468, 1.683, -0.282], [-0.214, 1.087, -0.416], [0.518, -5.083, -0.321], [-1.319, 0.065, 2.167], [-0.985, 1.404, -0.058], [-0.018, -0.100, -0.885], [-2.355, 0.796, 0.378], [0.769, -0.476, -1.070], [-0.215, -0.561, 1.626], [0.133, 0.850, 0.025], [0.429, -0.970, 0.162], [-0.358, 1.767, 0.981], [0.307, 1.079, 0.209], [-2.151, -1.183, 2.227], [0.253, -0.173, -0.915], [0.572, -0.412, -0.303], [1.932, 0.566, 0.132], [-0.482, 1.325, -1.547], [3.864, 2.741, -0.272], [1.219, 0.795, 0.680], [-0.481, -0.027, -0.301], [1.315, -0.028, 0.664], [0.328, -0.155, 0.127], [-0.433, 0.227, 0.055], [-0.279, -0.054, -0.235], [0.444, -0.033, -0.618], [0.022, 0.212, 0.120], [0.755, 0.634, 0.096], [-0.038, -0.271, 0.254], [-0.671, -0.232, -0.325], [0.052, 0.770, 0.423], [-0.046, 0.033, 0.225], [0.090, 0.477, -0.669], [-0.150, -0.368, -0.201], [0.755, 0.067, -0.009], [-0.014, 0.101, 0.307], [-0.312, 0.201, -0.473], [0.331, 0.827, 0.217], [0.185, -0.120, 0.343], [0.237, 0.079, -0.380], [-0.363, -0.329, 0.290], [0.280, -0.326, 0.752], [0.088, 0.105, -0.013], [-0.028, 0.145, 0.130], [0.666, -0.682, -0.456], [0.327, 0.088, 0.145], [-0.090, -0.286, 0.451], [0.146, 0.092, -0.172], [0.077, -0.225, 0.235], [-0.254, -0.297, -0.086], [-0.290, -0.447, -0.582], [0.189, 0.204, -0.177], [-0.501, -0.111, -0.562], [0.288, -0.026, 0.522], [-0.109, 0.489, -0.468], [0.187, -0.150, -0.493], [0.045, 0.244, 0.320], [0.066, 0.119, -0.141], [0.392, 0.001, -0.100], [-1.224, -0.351, 0.240], [0.560, -0.715, -0.168], [-0.308, -0.139, 0.364], [-0.260, 0.196, -0.450], [-0.282, 0.777, -0.671], [-0.540, 0.422, 0.032], [-0.532, -0.201, -0.433], [0.070, -0.575, -0.324], [0.174, -0.204, 0.357], [-0.058, -0.232, -0.139], [-0.046, 0.096, 0.182], [-0.198, 0.224, -0.051]],
  "lowdin_charge": [-0.052, 1.145, 0.804, 0.138, 0.073, -0.152, -0.108, -0.221, 0.115, 0.141, -0.199, -0.158, -0.281, -0.159, -0.105, -0.029, -0.239, 0.054, 0.036, 0.037, 0.050, 0.007, 0.047, 0.046, -0.373, -0.045, -0.531, -0.140, -0.436, 0.030, -0.122, -0.184, -0.014, -0.057, 0.015, 0.029, -0.015, -0.523, 0.035, -0.032, -0.524, -0.534, -0.516, -0.056, 0.022, -0.537, 0.072, 0.072, 0.091, 0.069, 0.092, 0.056, 0.072, 0.091, 0.080, 0.155, 0.096, 0.090, 0.056, 0.139, 0.086, 0.073, 0.089, 0.138, 0.069, 0.143, 0.126, 0.091, 0.108, 0.065, 0.086, 0.092, 0.042, 0.121, 0.091, 0.085, 0.083, 0.056, 0.071, 0.107, 0.135, 0.159, 0.060, 0.103, 0.146, 0.057, 0.091, 0.087, 0.076, 0.137, 0.092, 0.073, 0.092, 0.075, 0.086],
  "mol_weight_g_mol": 908.1,
  "total_energy_ev": -86416.708,
  "homo_lumo_gap_ev": 7.7,
  "total_charge": 1
}

***

{
  "formula": "C23H49IrN3OP4",
  "method": "the ωB97M-V functional and the def2-TZVPD basis",
  "species": ["Ir", "P", "P", "P", "P", "O", "N", "N", "N", "C", "C", "C", "C", "C", "C", "C", "C", "C", "C", "C", "C", "C", "C", "C", "C", "C", "C", "C", "C", "C", "C", "C", "H", "H", "H", "H", "H", "H", "H", "H", "H", "H", "H", "H", "H", "H", "H", "H", "H", "H", "H", "H", "H", "H", "H", "H", "H", "H", "H", "H", "H", "H", "H", "H", "H", "H", "H", "H", "H", "H", "H", "H", "H", "H", "H", "H", "H", "H", "H", "H", "H"],
  "coordinates": [[-0.6575, -0.2793, 0.2019], [-1.7448, -2.4474, -0.0857], [-2.0881, -0.0678, 2.0810], [1.1278, -0.8720, 1.4627], [0.4196, 2.0825, -0.0541], [1.1859, -0.5413, -1.9455], [0.6162, 4.4648, -1.5044], [2.6572, 3.7012, -0.3835], [0.8204, 4.6500, 0.9285], [0.7916, -2.1500, -3.6923], [0.1595, 3.3986, 1.2803], [-3.8982, -0.3644, 1.8868], [2.2849, 2.2942, -0.2757], [2.0903, 4.3449, -1.5897], [-2.4306, 0.8124, -0.8786], [-0.0341, 3.1482, -1.5354], [-2.2969, -3.4744, 1.3521], [-1.5613, 0.3300, -1.8762], [2.2846, 4.4818, 0.8164], [1.5523, 0.2494, 2.8608], [2.7281, -0.8501, 0.5632], [-1.6713, -1.0136, 3.6067], [-2.1654, 1.6315, 2.7527], [2.5200, -3.7720, -4.2446], [3.3768, -3.1694, -3.3302], [0.2621, 5.2486, -0.3085], [1.1053, -2.5816, 2.1005], [-3.3278, -2.3730, -1.0251], [-0.7799, -3.7146, -1.0016], [2.9648, -2.0504, -2.6061], [1.2319, -3.2522, -4.4273], [1.6470, -1.5631, -2.7391], [2.6467, 3.9563, 1.7123], [0.2483, -3.7934, -0.6132], [-2.5320, 2.3164, 1.9802], [-1.4663, -3.6745, 2.0390], [-0.9170, 3.5809, 1.4074], [-2.3119, -0.6471, 4.4219], [0.4516, -0.8263, -1.1991], [0.2807, 2.6207, -2.4491], [0.5517, -3.6985, -5.1528], [0.8359, -3.3016, 1.3119], [-1.1227, 3.2880, -1.5589], [2.8189, 1.8611, 0.5785], [-0.7335, -3.4688, -2.0704], [0.6762, 0.6180, 3.4002], [-4.2875, 0.2083, 1.0380], [-3.6532, -3.4063, -1.2101], [-4.3999, -0.0015, 2.7966], [-0.6225, -0.8747, 3.8961], [-4.1580, -1.4188, 1.7488], [4.3799, -3.5807, -3.1750], [2.7434, 5.4829, 0.7373], [-1.7807, -0.6024, -2.3978], [3.4748, -0.3095, 1.1502], [0.5705, 3.0310, 2.2331], [-0.9319, 1.0516, -2.3999], [2.1257, 1.1095, 2.4850], [-0.8332, 5.2937, -0.2231], [0.4136, -2.7054, 2.9451], [-3.3968, 0.3338, -0.7293], [-0.2123, -1.7365, -3.7970], [2.5767, 1.7508, -1.1893], [-2.8767, 1.6496, 3.5894], [2.3420, 3.7373, -2.4728], [2.2001, -0.2925, 3.5621], [-4.1036, -1.8634, -0.4402], [2.1148, -2.8466, 2.4544], [2.5122, 5.3611, -1.6672], [3.6366, -1.6131, -1.8753], [-1.1859, 1.9656, 3.1119], [3.0687, -1.8791, 0.4025], [-1.2786, -4.6930, -0.8773], [2.8610, -4.6333, -4.8237], [-3.1327, -3.0162, 1.8931], [-3.1983, -1.8682, -1.9874], [-2.3524, 1.8628, -0.5768], [-1.8699, -2.0837, 3.4898], [0.6876, 6.2597, -0.4216], [2.6078, -0.3677, -0.4135], [-2.6380, -4.4379, 0.9461]],
  "forces_ev_per_a": [[-2.033, 0.557, 1.475], [-1.433, -1.890, -0.583], [-1.568, 0.295, 1.867], [2.202, -0.564, 0.884], [0.626, 1.118, 0.109], [-0.107, -0.307, -0.228], [0.936, -1.907, 2.124], [-1.874, -0.063, -0.148], [0.054, -0.565, -0.650], [0.162, 1.851, 1.806], [0.083, 0.256, -0.256], [0.088, -0.051, -0.188], [0.170, 0.280, -0.283], [1.144, 0.645, -1.232], [0.502, -0.290, -1.601], [0.112, 0.829, -0.701], [0.221, 0.003, 0.073], [-1.434, 1.107, 0.515], [-0.109, 0.449, -0.120], [-0.091, -0.140, 0.086], [0.019, 0.061, -0.305], [0.066, -0.142, -0.173], [0.262, 0.226, -0.224], [-0.427, -0.200, -0.447], [0.520, -1.697, -1.472], [-0.186, 0.928, 0.447], [0.081, -0.211, 0.485], [0.227, -0.246, 0.028], [0.148, -0.099, 0.018], [-1.726, 1.788, 1.214], [1.289, -1.867, -1.213], [0.039, -0.432, 0.218], [-0.006, 0.312, -0.273], [-0.364, 0.000, -0.182], [0.024, -0.094, 0.183], [-0.264, 0.012, -0.151], [0.375, -0.058, -0.012], [0.136, 0.002, -0.256], [1.782, -0.092, -1.934], [-0.035, 0.223, 0.257], [0.223, -0.013, 0.094], [0.088, 0.394, 0.250], [0.205, 0.035, 0.002], [-0.163, 0.068, -0.177], [-0.069, -0.081, 0.247], [0.204, -0.054, -0.048], [0.015, -0.094, 0.302], [-0.021, 0.269, -0.004], [0.229, -0.137, -0.198], [-0.380, -0.032, -0.015], [0.072, 0.353, 0.061], [-0.323, 0.183, -0.071], [-0.106, -0.468, 0.099], [0.040, 0.394, 0.111], [0.025, -0.245, -0.001], [-0.175, 0.097, -0.272], [0.090, -0.637, 0.257], [-0.212, -0.281, 0.070], [0.368, 0.142, -0.021], [0.203, 0.036, -0.276], [0.428, -0.003, 0.197], [0.248, -0.185, -0.197], [-0.034, 0.219, 0.307], [0.185, -0.109, -0.173], [0.006, 0.379, 0.290], [-0.106, 0.127, -0.080], [0.206, -0.148, -0.208], [-0.305, 0.145, -0.037], [-0.153, -0.485, -0.100], [-0.051, 0.076, -0.193], [-0.282, -0.062, -0.024], [-0.008, 0.180, 0.097], [0.235, 0.402, -0.168], [-0.200, 0.276, 0.193], [0.339, -0.214, -0.153], [-0.192, -0.168, 0.175], [-0.232, -0.448, -0.097], [0.074, 0.290, 0.017], [-0.286, -0.373, 0.006], [0.157, -0.142, 0.526], [0.045, 0.281, 0.056]],
  "lowdin_spin": [1.643, 0.152, 0.133, 0.094, 0.208, 0.144, 0.458, 0.255, 0.083, 0.280, 0.031, 0.018, 0.043, 0.011, 0.031, 0.077, 0.038, 0.115, 0.025, 0.014, 0.032, 0.019, 0.047, 0.019, 0.233, 0.022, 0.011, 0.022, 0.036, 0.255, 0.212, 0.017, 0.005, 0.001, 0.000, 0.000, 0.002, 0.004, 0.071, 0.003, 0.006, 0.000, 0.011, 0.011, 0.005, 0.000, 0.000, 0.005, 0.004, 0.000, 0.000, 0.007, 0.001, 0.010, 0.004, 0.006, 0.010, 0.000, 0.004, 0.000, 0.001, 0.009, 0.000, 0.008, 0.000, 0.002, 0.000, 0.002, 0.001, 0.009, 0.000, 0.001, 0.006, -0.002, 0.000, 0.000, 0.003, 0.000, 0.001, 0.002, 0.006],
  "mol_weight_g_mol": 699.8,
  "e_above_lowest_kj_mol": 0.00,
  "spin_multiplicity": 6,
  "total_energy_ev": -71112.871,
  "homo_lumo_gap_ev": [6.1, 4.5],
  "total_charge": 4
}